Density functional theory data (wB97M-V/def2-TZVPD) for a single C3H2N2O3 molecule at a distorted geometry.

Summary:
**HOMO-LUMO gap**: 0.334 Eh
**E**: -450.6253 hartree
**SMILES**: O=C1C=NC(=O)N1O
**Total charge**: 0
**Largest force on an atom**: 7.271 eV/A

Last columns: bonded neighbours and bond lengths (Å).
Cartesian coordinates (Å):
1 C -1.0547 -0.3440 -0.0133  C2 1.588, N6 1.386, O9 1.213
2 C 0.0406 -1.4935 -0.0156  C1 1.588, H5 1.202, N7 1.314
3 C 1.2777 0.1876 -0.0372  N6 1.586, N7 1.359, O10 1.299
4 H -0.6453 2.2597 0.7631  O8 0.960
5 H -0.3012 -2.6246 -0.2387  C2 1.202
6 N -0.1929 0.7112 0.2405  C1 1.386, C3 1.586, O8 1.392
7 N 1.3118 -1.1678 0.0526  C2 1.314, C3 1.359
8 O -0.6169 1.9774 -0.1541  H4 0.960, N6 1.392
9 O -2.2318 -0.2655 -0.2934  C1 1.213
10 O 2.4127 0.7596 -0.3037  C3 1.299

---

Density functional theory data (wB97M-V/def2-TZVPD) for a single C3H2N2O3 molecule at a distorted geometry.

Summary:
**⟨S²⟩**: 2.0181
**HOMO-LUMO gap (alpha / beta)**: 0.330 / 0.237 Eh
**E**: -450.4950 hartree
**Total charge**: 0
**Multiplicity**: 3
**Largest force on an atom**: 3.023 eV/A

Last columns: bonded neighbours and bond lengths (Å).
Cartesian coordinates (Å):
1 C 1.3175 -0.5490 -0.0008  C2 1.341, C3 1.460, H9 1.069
2 C 1.3110 0.7915 0.0431  C1 1.341, O8 1.355, H10 1.071
3 C -0.0800 -0.9677 -0.0526  C1 1.460, N5 1.395, O6 1.204
4 N -2.4265 -0.0060 0.0177  N5 1.660, O7 1.154
5 N -0.7854 0.2361 -0.0391  C3 1.395, N4 1.660, O8 1.375
6 O -0.5890 -2.0578 -0.1079  C3 1.204
7 O -3.0665 0.9540 0.0196  N4 1.154
8 O 0.0621 1.3176 0.0247  C2 1.355, N5 1.375
9 H 2.1470 -1.2228 0.0069  C1 1.069
10 H 2.1098 1.5040 0.0885  C2 1.071

---

Density functional theory data (wB97M-V/def2-TZVPD) for a single C3H2N2OS molecule at a distorted geometry.

Summary:
**HOMO-LUMO gap (alpha / beta)**: 0.291 / 0.227 Eh
**E**: -698.2502 hartree
**Total charge**: 0
**Largest force on an atom**: 6.068 eV/A

Last columns: bonded neighbours and bond lengths (Å).
Cartesian coordinates (Å):
1 C 1.3579 -1.9085 -2.5629  C2 1.468, S7 1.537
2 C 0.9176 -0.6392 -3.1551  C1 1.468, N4 1.263, O6 1.179
3 C -0.1177 0.1227 -0.1094  N5 1.242, H8 1.060, H9 1.070
4 N 0.7605 0.2400 -2.2622  C2 1.263, N5 1.251
5 N 0.6136 0.4873 -1.0443  C3 1.242, N4 1.251
6 O 0.9610 -0.5776 -4.3315  C2 1.179
7 S 0.9733 -3.2872 -2.0038  C1 1.537
8 H -1.0083 -0.4171 -0.3050  C3 1.060
9 H 0.0778 0.6249 0.8147  C3 1.070

---

Density functional theory data (wB97M-V/def2-TZVPD) for a single C3H2N2S molecule at a distorted geometry.

Summary:
**HOMO-LUMO gap**: 0.261 Eh
**E**: -623.1512 hartree
**SMILES**: S=C1N=CC=N1
**Total charge**: 0
**Largest force on an atom**: 3.948 eV/A

Last columns: bonded neighbours and bond lengths (Å).
Cartesian coordinates (Å):
1 C -1.1150 0.2018 -0.4760  N6 1.446, N7 1.422, S8 1.647
2 C 1.0543 0.1236 -0.2937  C3 1.418, H4 1.065, N6 1.326
3 C 0.4287 -0.3773 0.8760  C2 1.418, H5 1.098, N7 1.319
4 H 2.0900 0.2047 -0.5295  C2 1.065
5 H 0.9684 -0.6852 1.7810  C3 1.098
6 N 0.1232 0.5109 -1.1552  C1 1.446, C2 1.326
7 N -0.8885 -0.3614 0.8103  C1 1.422, C3 1.319
8 S -2.6610 0.3828 -1.0130  C1 1.647

---

Density functional theory data (wB97M-V/def2-TZVPD) for a single C3H2N2S molecule at a distorted geometry.

Summary:
**HOMO-LUMO gap**: 0.260 Eh
**E**: -623.1279 hartree
**SMILES**: S=C1N=CC=N1
**Total charge**: 0
**Largest force on an atom**: 4.172 eV/A

Last columns: bonded neighbours and bond lengths (Å).
Cartesian coordinates (Å):
1 C -0.2132 -0.5588 1.0386  N6 1.370, N7 1.403, S8 1.635
2 C 0.4408 -0.1945 -0.8849  C3 1.426, H4 1.199, N6 1.291
3 C -0.3570 0.8910 -0.4165  C2 1.426, H5 1.159, N7 1.311
4 H 1.1546 -0.1521 -1.8478  C2 1.199
5 H -0.4030 1.8343 -1.0881  C3 1.159
6 N 0.4408 -1.1454 -0.0125  C1 1.370, C2 1.291
7 N -0.9756 0.5671 0.6927  C1 1.403, C3 1.311
8 S -0.0874 -1.2416 2.5185  C1 1.635

---

Density functional theory data (wB97M-V/def2-TZVPD) for a single C3H2N4O molecule at a distorted geometry.

Summary:
**HOMO-LUMO gap**: 0.314 Eh
**E**: -409.5802 hartree
**SMILES**: O=c1cnnncn1
**Total charge**: 0
**Largest force on an atom**: 5.085 eV/A

Last columns: bonded neighbours and bond lengths (Å).
Cartesian coordinates (Å):
1 C 0.6899 -0.8598 0.7900  C2 1.592, N9 1.425, O10 1.219
2 C 0.9337 0.6692 0.4195  C1 1.592, H4 1.189, N6 1.369
3 C -1.3691 -0.3481 -0.0968  H5 1.323, N8 1.501, N9 1.343
4 H 1.5684 1.1555 1.2999  C2 1.189
5 H -2.6077 0.1081 -0.1855  C3 1.323
6 N 0.8009 1.2944 -0.7909  C2 1.369, N7 1.373
7 N 0.1157 0.6556 -1.7946  N6 1.373, N8 1.228
8 N -0.9579 0.1752 -1.4427  C3 1.501, N7 1.228
9 N -0.7055 -1.1463 0.7546  C1 1.425, C3 1.343
10 O 1.5317 -1.7038 1.0464  C1 1.219

---

The following energy above the lowest of the compared OMol25 structures with the same formula, charge and spin values (in kcal/mol) correspond, in order, to the records above: 111.7; 39.4; 119.8; 13.7; 28.3; 92.8.